Molecular formula: C48H127N7O17
Method: DFT, wB97M-V/def2-TZVPD

Geometry as XYZ:
```
199
Properties=species:S:1:pos:R:3
O -2.48 -3.62 -1.93
O -5.86 -5.10 -5.35
O -1.35 -9.02 -7.95
O -0.70 -4.90 -5.01
O -0.59 -14.08 -5.40
O -13.52 -8.07 -5.55
O -9.85 -14.50 -1.51
O -8.69 -1.47 -3.36
O -15.32 -14.33 -0.69
O -4.55 -15.46 -2.40
O -11.73 -8.39 -0.80
O -8.41 -8.41 -4.26
O -7.26 -5.59 1.95
O -8.81 -12.79 -5.81
O -0.94 -14.15 0.62
O -7.51 -10.34 -5.90
O -4.37 -11.01 -4.41
N -6.56 -10.19 -2.85
N -1.64 -15.87 -3.53
N -3.05 -6.37 -5.52
N -6.09 -3.99 -2.61
N -8.99 -6.90 0.21
N -12.17 -12.84 -2.02
N -13.99 -10.26 -2.59
C -4.87 -3.20 -2.42
C -8.86 -7.10 -4.55
C -7.06 -6.96 1.85
C -8.42 -8.66 -2.86
C -12.44 -6.54 0.59
C -7.31 -3.21 -2.62
C -10.79 -13.55 -6.82
C -1.12 -10.68 -9.70
C -4.28 -6.92 -4.97
C -7.43 -9.06 -7.99
C -6.08 -11.55 -2.84
C 0.37 -14.08 -6.45
C -5.90 -15.83 -2.46
C -2.51 -15.04 -4.43
C -14.38 -13.32 -0.98
C -6.72 -9.99 -7.03
C -3.72 -4.18 -2.32
C -5.33 -4.11 -6.20
C -13.06 -13.88 -1.48
C -1.87 -13.11 0.83
C -9.00 -0.42 -4.24
C -7.99 -10.08 -2.65
C 0.20 -4.05 -5.70
C -14.16 -10.95 -4.92
C -12.96 -6.77 -5.56
C -1.86 -6.95 -4.90
C -4.61 -11.58 -3.14
C -7.35 -1.99 -3.54
C -8.35 -7.61 1.32
C -2.24 -16.10 -2.22
C -8.19 -9.08 0.99
C -1.77 -10.32 -8.38
C -10.49 -14.61 -2.77
C -15.95 -14.85 -1.85
C -1.98 -2.67 -2.85
C -3.05 -11.18 -4.87
C -12.42 -7.16 -0.81
C -5.50 -6.42 -5.68
C -0.63 -6.25 -5.41
C -13.60 -9.89 -3.99
C -9.50 -12.78 -7.05
C -11.25 -13.34 -3.04
C -1.77 -14.78 -5.72
C -6.07 -4.83 1.97
C -3.68 -16.57 -2.26
C -2.63 -12.71 -0.42
C -14.04 -8.48 -4.30
C -9.49 -15.74 -0.99
H -10.45 -12.58 -3.04
H -16.47 -14.03 -2.37
H -4.40 -6.70 -3.89
H -15.14 -8.41 -4.24
H -8.90 -13.34 -7.78
H -8.22 -10.31 -1.60
H -1.43 -12.24 1.34
H -11.17 -15.49 -2.78
H -1.52 -15.72 -6.22
H -5.66 -3.13 -5.84
H -7.29 -9.28 0.39
H -16.57 -15.67 -1.51
H -13.47 -7.41 -0.99
H -5.73 -9.63 -6.70
H -2.11 -8.43 -7.92
H -10.34 -16.40 -0.81
H -3.50 -13.37 -0.53
H -2.60 -13.48 1.56
H -5.51 -6.67 -6.75
H -11.59 -13.19 -4.06
H -6.90 -7.45 2.82
H -12.87 -5.53 0.49
H -1.77 -7.99 -5.20
H -1.56 -10.16 -10.55
H -2.43 -14.14 -6.33
H -3.41 -15.63 -4.60
H -6.40 -9.85 -3.80
H -8.08 -12.16 -5.82
H -12.45 -6.54 -4.63
H -7.50 -8.04 -7.60
H -0.18 -3.04 -5.63
H -3.04 -11.70 -0.36
H -9.43 -8.49 -2.44
H 1.16 -13.44 -6.08
H -4.25 -8.02 -4.94
H -12.60 -14.50 -0.70
H -6.69 -1.17 -3.25
H -5.63 -4.81 2.98
H -7.75 -7.92 -2.41
H -2.37 -11.12 -4.01
H -2.98 -5.38 -5.30
H -1.90 -6.85 -3.81
H -4.76 -2.51 -3.27
H -13.28 -14.54 -2.32
H -1.96 -3.14 -3.85
H -8.97 -9.42 0.30
H -10.59 -14.54 -6.39
H -0.88 -15.22 -3.32
H -13.74 -6.03 -5.81
H 1.21 -4.12 -5.29
H -0.07 -13.68 -7.37
H -13.53 -11.16 -2.54
H -14.19 -10.59 -5.95
H -9.19 -5.94 0.49
H -6.22 -7.25 1.20
H -6.36 -7.07 -5.44
H -6.10 -16.42 -3.36
H -5.02 -2.65 -1.49
H -8.15 -9.66 1.91
H -2.06 -12.82 -1.34
H -6.34 -3.80 1.72
H -13.50 -11.82 -4.92
H 0.28 -4.35 -6.75
H -8.43 -9.45 -8.18
H -2.86 -10.33 -8.48
H -8.76 -16.27 -1.62
H -2.23 -15.28 -1.48
H -13.15 -7.03 1.25
H -6.92 -9.04 -8.96
H -6.03 -4.46 -3.52
H -9.93 0.02 -3.87
H -4.26 -12.62 -3.13
H -11.54 -12.52 -1.29
H 0.23 -6.69 -4.89
H -2.89 -12.15 -5.36
H -3.94 -17.11 -1.34
H -0.51 -6.39 -6.49
H -12.11 -6.47 -1.61
H -13.46 -9.65 -1.97
H -9.22 -0.79 -5.25
H -13.67 -7.85 -3.49
H -8.94 -15.58 -0.06
H -0.97 -2.43 -2.55
H -5.62 -4.20 -7.25
H -7.29 -2.25 -4.60
H -10.81 -8.27 -0.53
H -9.04 -7.57 2.16
H -15.12 -11.30 -4.55
H -6.50 -10.91 -7.58
H -14.23 -12.79 -0.04
H -2.86 -10.38 -5.57
H -9.00 -6.94 -5.62
H -2.67 -14.08 -3.93
H -0.07 -13.80 0.45
H -8.29 -6.80 -0.53
H -4.24 -4.07 -6.19
H -5.32 -5.21 1.28
H -7.49 -2.81 -1.62
H -3.92 -4.95 -1.58
H -9.77 -11.80 -7.44
H -11.29 -13.77 -7.77
H -7.87 -9.52 -5.50
H -15.21 -15.28 -2.54
H -8.57 -10.81 -3.22
H -11.44 -12.96 -6.18
H -0.05 -10.50 -9.64
H -12.27 -6.76 -6.41
H -6.21 -16.36 -1.54
H -3.80 -17.26 -3.12
H -12.50 -9.92 -4.02
H -1.45 -11.06 -7.63
H -1.73 -16.87 -1.63
H -14.78 -12.56 -1.66
H -8.11 -3.88 -2.95
H -11.46 -6.44 1.05
H -6.19 -11.97 -1.83
H -9.79 -6.86 -4.03
H -8.06 -6.47 -4.14
H -6.63 -12.26 -3.49
H 0.64 -15.12 -6.69
H -3.61 -4.68 -3.30
H -8.18 0.31 -4.31
H -2.60 -1.77 -2.87
H -1.20 -11.76 -9.88
H -4.15 -11.01 -2.32
H -6.51 -14.92 -2.45
H -9.78 -14.80 -3.59
```

## Properties
SMILES string = COC[C@H](C)N.COC[C@H](C)N.COCCNCCOC.COCCNCCOC.COCCNCCOC.COCCNCCOC.COCCNCCOC.CCO.CCO.CCO.CCO.CCO
E = -3567.05557 hartree
LUMO energy = 0.423 eV
HOMO-LUMO gap = 9.052 eV
Energy above the lowest of the compared OMol25 structures with the same formula, charge and spin = 0.0 kcal per mole
HOMO energy = -8.63 eV
Strongest force on any atom = 2.51 eV Å⁻¹

Löwdin atomic charge list, values in e, 5 entries:
1. O -0.1781
2. O -0.2021
3. O -0.0905
4. O -0.2164
5. O -0.2125

***

Molecular formula: C48H128BF4N8O16
Method: DFT, wB97M-V/def2-TZVPD

Geometry as XYZ:
```
205
Properties=species:S:1:pos:R:3
F -1.14 -0.06 -1.66
F -0.65 0.63 0.48
F 0.19 -1.35 -0.36
F 1.03 0.59 -1.16
O 0.44 -8.45 -0.52
O 3.82 4.43 -0.23
O 1.64 3.74 -4.08
O 6.06 2.02 -5.75
O -7.55 -4.43 4.45
O 4.00 0.90 1.30
O -5.81 1.06 7.54
O -1.54 0.15 4.78
O -5.48 -0.39 -0.50
O -2.81 3.95 -0.08
O 1.04 -1.48 -7.92
O -1.37 -2.10 -4.93
O 5.76 5.83 3.38
O 0.97 -4.12 2.30
O 3.37 -0.36 -3.52
O -3.27 -2.97 1.66
N -4.70 2.04 0.33
N -3.08 -0.04 7.03
N 0.42 -3.58 -6.23
N -0.27 -6.45 1.09
N -5.04 -3.46 4.09
N 3.30 -0.88 -0.82
N 5.88 6.04 0.64
N 4.29 4.15 -4.63
C -3.39 1.09 6.07
C 3.46 -1.36 0.60
C 1.15 -4.22 3.69
C -5.45 -0.24 7.92
C -5.42 -4.18 5.39
C -8.78 -5.18 4.38
C 1.41 -9.51 -0.56
C -3.65 -2.83 4.11
C -5.16 0.54 -1.55
C 4.53 -0.27 -1.45
C -0.52 0.48 3.81
C 3.18 -0.23 1.60
C 7.06 6.04 2.88
C -6.82 -0.86 -0.58
C 5.05 2.63 -6.51
C 0.97 -7.21 -0.88
C 3.84 1.97 2.21
C 1.82 -2.97 -6.25
C 3.54 5.81 -0.23
C 4.46 6.55 0.73
C -0.34 -4.02 1.82
C -1.06 -5.38 1.82
C -3.35 3.87 1.22
C 4.20 0.47 -2.72
C 2.85 3.58 -0.85
C -2.11 1.39 5.28
C 0.29 3.30 -4.28
C -7.21 1.23 7.29
C 2.52 0.38 -4.38
C -0.04 -6.17 -0.39
C -3.75 2.41 1.47
C 1.98 5.02 -4.60
C -3.98 -0.32 8.24
C -4.11 1.49 -0.97
C 7.39 2.18 -6.24
C -0.55 -2.79 -4.06
C -2.27 5.21 -0.37
C 4.89 4.06 -6.03
C -6.52 -5.18 5.05
C 5.74 5.21 4.66
C -0.05 -4.01 -4.85
C 6.86 6.78 1.56
C 2.11 -2.30 -7.58
C -1.87 -0.82 -4.53
C -3.09 -2.40 0.36
C -3.42 -2.15 2.77
C 1.35 -0.55 -8.98
C 3.42 5.39 -4.39
B -0.13 0.00 -0.67
H -6.92 -5.58 5.99
H 3.70 1.40 -2.41
H 2.42 -0.35 -0.93
H 2.15 -3.10 -8.32
H 2.13 0.13 -8.64
H 0.33 -4.30 -6.95
H -4.55 -4.73 5.74
H -4.10 0.68 5.36
H -3.63 -2.05 4.86
H -0.69 -7.38 1.21
H -0.34 -3.51 0.86
H 7.75 6.58 3.54
H 7.81 6.73 1.02
H 5.77 4.12 4.59
H 1.50 -1.05 -9.93
H 0.27 2.42 -3.63
H 0.62 -6.64 1.55
H 0.25 -5.13 -0.49
H -4.30 -1.49 2.68
H 0.74 -4.59 -4.39
H -2.98 -3.67 4.30
H 7.57 1.42 -7.00
H -7.06 -1.52 -1.41
H 4.16 1.99 -6.41
H 2.12 0.03 1.54
H -5.77 -3.47 6.13
H -2.58 4.10 1.96
H 1.55 0.37 -3.86
H 0.94 -10.46 -0.34
H 4.45 2.77 1.75
H 2.36 -0.22 -5.28
H -1.34 -5.81 2.78
H 4.32 1.78 3.17
H -4.74 0.01 -2.40
H -0.51 3.95 -3.92
H -3.00 1.63 1.48
H 4.34 4.75 -6.68
H 4.21 6.41 1.78
H -2.41 2.06 4.48
H -5.93 -0.49 8.88
H -4.19 4.56 1.30
H -2.78 -0.88 6.53
H 3.79 6.29 -1.19
H -0.92 -3.31 2.42
H -7.74 0.83 8.15
H 0.51 0.13 -9.15
H -8.60 -6.18 4.00
H -4.95 -4.20 3.39
H 1.83 -7.00 -0.23
H 2.04 -3.72 4.05
H -7.46 0.02 -0.66
H -5.76 -2.87 3.66
H 3.10 -1.83 -7.60
H -7.07 -1.38 0.34
H -3.12 1.06 -0.80
H -7.41 2.29 7.26
H -2.64 -1.38 2.90
H 3.09 -1.66 -1.44
H 5.08 0.79 -3.29
H 6.51 5.56 5.35
H 1.36 5.78 -4.10
H -7.45 0.77 6.32
H -6.15 -6.03 4.48
H -2.05 -5.37 1.36
H -3.96 2.33 -1.65
H -3.71 0.39 9.03
H -1.62 5.07 -1.25
H 1.09 -5.26 4.01
H 3.30 2.59 -0.91
H 3.73 3.30 -4.55
H 4.84 5.33 5.27
H -2.77 -1.36 0.40
H -2.97 5.97 -0.75
H -1.33 1.76 5.94
H 7.51 5.06 2.68
H 3.57 5.62 -3.33
H -1.09 -3.21 -3.21
H 4.97 0.42 -0.73
H -2.43 -2.99 -0.28
H 4.39 -1.87 0.83
H -3.97 -2.43 -0.29
H 2.58 3.86 -1.87
H 6.55 7.81 1.67
H -2.52 -0.85 -3.66
H -0.23 -2.83 -6.53
H 5.23 -1.09 -1.54
H 3.61 -0.56 2.55
H 2.84 1.39 -4.65
H 4.54 7.61 0.48
H -5.15 1.18 0.68
H 6.24 6.10 -0.31
H 1.98 -9.56 -1.49
H -2.22 0.25 7.52
H 7.50 3.13 -6.77
H -3.63 -1.24 8.72
H -1.01 -6.39 -0.85
H -1.06 -0.11 -4.35
H 2.74 -2.18 0.64
H -5.82 -1.05 7.29
H 2.46 -3.85 -6.10
H -1.60 5.68 0.35
H 5.92 4.42 -5.91
H 1.94 3.52 -0.25
H 2.22 -9.29 0.14
H 1.40 -7.11 -1.88
H 1.72 5.07 -5.66
H -5.98 1.22 -1.79
H 5.14 2.54 -7.60
H -4.35 2.25 2.36
H 0.09 3.07 -5.33
H -9.44 -4.72 3.65
H 2.47 6.02 -0.15
H -5.40 2.72 0.06
H 0.35 -2.23 -3.75
H -0.31 -0.49 3.36
H -0.80 1.13 2.98
H 8.19 2.13 -5.50
H 5.91 5.05 0.88
H -0.93 -4.59 -5.12
H -3.66 1.98 6.63
H 2.81 2.32 2.20
H 0.34 0.81 4.39
H 5.07 4.11 -3.97
H -9.27 -5.19 5.36
H 0.37 -3.69 4.25
H 3.81 6.24 -4.94
H 1.92 -2.33 -5.38
H -2.31 -0.41 -5.44
```

## Properties
Charge = +7
E = -3968.99067 hartree
LUMO energy = -12.353 eV
HOMO-LUMO gap = 9.099 eV
Energy above the lowest of the compared OMol25 structures with the same formula, charge and spin = 140.9 kcal per mole
HOMO energy = -21.45 eV
Strongest force on any atom = 2.38 eV Å⁻¹

Löwdin atomic charge list, values in e, 5 entries:
1. F 0.0950
2. F 0.1052
3. F 0.0868
4. F 0.1271
5. O -0.1852